No. 1
7
Properties=species:S:1:pos:R:3 method="wB97M-V/def2-TZVPD" relative_energy_kcal_mol=30.1 orbital_gap_ev="9.29 / 9.13" total_energy_ha=-771.31821 spin_multiplicity=3
C -1.131 1.151 0.442
N -0.817 2.235 0.553
N 1.439 -0.585 0.004
O 2.067 -1.292 0.756
O 1.681 0.006 -0.994
O -1.956 -0.931 -0.997
S -1.284 -0.583 0.235

***

No. 2
16
Properties=species:S:1:pos:R:3 method="wB97M-V/def2-TZVPD" relative_energy_kcal_mol=83.9 orbital_gap_ev=9.27 total_energy_ha=-321.95663
C 2.888 0.038 -0.028
C 1.696 -0.506 0.298
N 0.383 -0.033 0.063
N 0.351 1.306 -0.207
C -0.610 -0.916 -0.274
N -1.873 -0.758 -0.323
C -2.558 0.373 0.343
H 3.074 1.109 -0.350
H 3.740 -0.574 0.297
H 1.473 -1.585 0.952
H -0.088 1.500 -1.151
H -0.196 1.763 0.520
H -0.280 -1.885 -0.567
H -2.182 0.604 1.419
H -2.387 1.370 -0.192
H -3.683 0.158 0.310

***

No. 3
62
Properties=species:S:1:pos:R:3 method="wB97M-V/def2-TZVPD" relative_energy_kcal_mol=0.0 orbital_gap_ev=6.93 total_energy_ha=-4308.86754
K -0.270 0.233 -0.556
Cl 2.748 -0.095 1.196
C 3.167 -0.664 -0.457
C 2.140 -0.865 -1.340
C 2.533 -1.302 -2.583
Cl 1.274 -1.583 -3.808
C 3.855 -1.526 -2.957
Cl 4.287 -2.049 -4.550
C 4.858 -1.293 -2.014
Cl 6.515 -1.543 -2.430
C 4.517 -0.855 -0.734
Cl 5.755 -0.564 0.435
C -1.736 1.757 5.071
N -1.555 0.477 4.389
C -0.450 -0.316 4.897
C -1.728 0.456 3.008
N -0.982 -0.108 2.150
N -2.927 1.079 2.631
C -3.245 1.560 1.364
N -4.608 1.527 1.107
N -2.349 1.972 0.563
H -1.584 1.603 6.137
H -2.741 2.147 4.930
H -1.023 2.513 4.724
H -0.517 -0.352 5.983
H 0.532 0.093 4.628
H -0.521 -1.334 4.515
H -0.115 -0.437 2.564
H -3.687 0.921 3.270
H -5.243 1.416 1.879
H -4.930 2.164 0.398
H -2.751 2.256 -0.328
C 3.008 1.717 -4.161
O 1.665 1.706 -4.626
C 0.783 2.501 -3.988
C 1.119 3.479 -3.063
C 0.120 4.272 -2.507
C -1.202 4.109 -2.877
C -1.543 3.120 -3.790
C -0.563 2.307 -4.321
N -0.871 1.284 -5.256
C -1.906 0.455 -5.329
C -2.881 0.072 -4.405
C -3.993 -0.668 -4.920
C -4.968 -1.147 -4.111
C -4.868 -0.932 -2.706
C -3.813 -0.286 -2.151
C -2.729 0.221 -2.963
O -1.712 0.729 -2.457
H 3.488 2.674 -4.379
H 3.513 0.922 -4.700
H 3.046 1.510 -3.091
H 2.150 3.625 -2.774
H 0.391 5.029 -1.783
H -1.970 4.741 -2.452
H -2.575 2.957 -4.074
H -0.192 1.200 -6.000
H -1.979 -0.014 -6.306
H -4.049 -0.828 -5.992
H -5.808 -1.696 -4.513
H -5.653 -1.313 -2.063
H -3.741 -0.145 -1.079